Record 1
The following is a quantum chemistry calculation of a molecular structure, C27H27AsAu in a non-equilibrium geometry, from the Open Molecules 2025 dataset.

Charge: +3
Orbital gap (spin up / spin down), hartree: 0.2504 / 0.1137
2S+1: 3
Lowest unoccupied orbital energy (spin up / spin down), eV: -9.76 / -13.48
Molar mass, g mol⁻¹: 623.40

CARTESIAN COORDINATES (ANGSTROEM)
Au 1.04990 -0.07922 0.35952
C 6.21552 0.78975 1.64572
C 4.98839 -0.05934 1.57200
C 4.04275 0.02852 2.61113
C 2.86569 -0.71057 2.52437
C 1.88743 -0.72022 3.67451
C 2.50790 -1.32261 1.29912
C 3.55530 -1.53901 0.30095
C 3.36161 -2.25390 -1.03976
C 4.72637 -0.85086 0.46798
H 6.61339 0.89489 0.61043
H 7.02427 0.35591 2.28642
H 5.97748 1.83126 1.95093
H 4.24127 0.62926 3.50909
H 1.40600 0.21710 3.72935
H 2.43192 -0.89689 4.62360
H 1.10504 -1.49611 3.54330
H 1.70603 -2.06306 1.27252
H 2.27513 -2.38961 -1.24944
H 3.82630 -3.20642 -0.96080
H 3.78092 -1.64518 -1.80595
H 5.49675 -0.91230 -0.23685
C -3.56754 -3.11267 0.80200
C -2.36568 -3.27906 0.07950
C -1.71136 -2.18195 -0.42250
C -2.24562 -0.89791 -0.13751
C -3.50635 -0.74151 0.43786
C -4.23006 -1.89798 0.89170
As -1.19522 0.61588 -0.57926
C -1.31387 0.44962 -2.57283
C -0.33462 1.14376 -3.31519
C -0.15614 0.82317 -4.62475
C -1.16158 -0.04959 -5.23656
C -2.32176 -0.39783 -4.54515
C -2.37703 -0.22179 -3.15669
C -2.25153 2.00426 0.26083
C -2.36977 1.98195 1.66762
C -2.85746 3.11985 2.30620
C -3.28413 4.21133 1.58600
C -3.20845 4.21411 0.19611
C -2.95764 3.02139 -0.46288
H -4.00552 -4.00300 1.24096
H -1.96081 -4.27855 -0.01474
H -0.64473 -2.24754 -0.86929
H -3.95925 0.22786 0.53512
H -5.22542 -1.72714 1.34959
H 0.16907 1.96608 -2.86937
H 0.82244 1.03384 -5.11653
H -0.94834 -0.37922 -6.25835
H -3.14580 -0.90759 -5.02398
H -3.31019 -0.48302 -2.63793
H -2.08521 1.09356 2.21524
H -2.97196 3.18653 3.42862
H -3.78992 5.08422 2.07432
H -3.50554 5.10843 -0.36403
H -3.10834 2.91917 -1.55226

Atomic forces in eV per Å
Au -0.649 0.679 -0.331
C 0.784 0.419 -0.974
C -0.446 1.017 1.422
C -0.251 -0.704 0.024
C -0.254 1.291 0.761
C 0.571 -1.538 0.086
C 1.018 -1.354 -1.311
C -0.789 1.141 -0.775
C -1.828 0.552 1.678
C -0.293 -0.360 0.722
H 0.047 -0.175 0.758
H -0.769 0.384 -0.392
H 0.131 -0.782 0.235
H 0.011 -0.363 -0.424
H -0.563 1.195 0.282
H -0.425 0.076 -0.492
H 0.534 0.348 0.134
H 0.113 -0.485 0.504
H 0.718 -0.097 0.094
H 0.450 -0.889 -0.312
H 0.465 0.176 -0.683
H 0.910 -0.217 -1.206
C -0.371 -0.501 -0.382
C -0.557 -0.019 0.448
C 1.983 0.913 0.125
C -0.692 -0.652 -0.011
C -0.497 -1.739 0.139
C 0.950 1.674 -0.179
As 0.920 -1.024 -0.124
C 0.186 2.448 1.577
C -0.560 -0.201 -0.250
C 0.659 -0.951 -0.189
C 1.338 0.452 -0.578
C -0.603 -0.610 1.540
C -1.215 -0.636 -2.327
C -1.434 0.647 -1.223
C 0.011 1.129 1.230
C 0.408 -1.760 2.449
C -0.572 1.811 0.631
C -0.774 -0.455 -2.279
C 1.131 0.533 -0.541
H -0.086 0.097 -0.069
H 0.054 0.074 -0.086
H -1.981 -0.106 0.604
H -0.177 0.230 0.080
H 0.833 -0.520 -0.297
H 1.067 0.083 0.510
H -1.264 0.272 -0.025
H -0.413 0.025 0.276
H 0.024 0.089 -0.284
H 0.761 -0.190 0.090
H 0.169 0.097 0.201
H 0.266 -0.460 -1.419
H 0.641 -0.919 -0.285
H 0.040 -0.427 0.167
H 0.272 0.283 0.680

Record 2
The following is a quantum chemistry calculation of a molecular structure, CH4NO2 in a non-equilibrium geometry, from the Open Molecules 2025 dataset.

Charge: +1
Orbital gap (spin up / spin down), hartree: 0.4073 / 0.2904
Lowest unoccupied orbital energy (spin up / spin down), eV: -8.55 / -8.86
Molar mass, g mol⁻¹: 62.05

CARTESIAN COORDINATES (ANGSTROEM)
C 0.28030 0.80456 -0.46375
N -0.25021 -0.29939 0.13808
O -0.50700 -2.21769 1.60718
O 0.27942 -0.81006 1.10471
H -0.11780 0.92972 -1.49259
H 0.03001 1.76954 -0.00199
H 1.31136 0.58984 -0.71460
H -1.02607 -0.76653 -0.17702

Atomic forces in eV per Å
C 1.008 2.659 -3.018
N -1.864 0.401 -1.562
O 1.955 3.892 -1.588
O 0.910 -5.208 5.550
H -0.439 -0.530 0.633
H 0.547 -0.353 0.527
H 0.692 0.541 0.720
H -2.809 -1.402 -1.262

Record 3
The following is a quantum chemistry calculation of 2 unconnected molecules or ions with the total composition C2H9N2O in a non-equilibrium geometry, from the Open Molecules 2025 dataset.

Charge: +1
Orbital gap, hartree: 0.4270
Lowest unoccupied orbital energy, eV: -3.51
Molar mass, g mol⁻¹: 77.11

CARTESIAN COORDINATES (ANGSTROEM)
C 0.09288 -1.45055 -0.45179
N 0.22883 -0.05784 0.05544
C 0.58907 0.03231 1.31708
N 0.98986 1.15477 1.88288
H -0.94400 -1.68585 -0.68143
H 0.51654 -2.07692 0.30480
H 0.71307 -1.50940 -1.37108
H -0.10200 0.78321 -0.40652
H 0.76574 -0.91074 1.84369
H 1.09787 2.07145 1.48169
H 1.02622 1.27807 2.88429
H -2.39107 0.87009 -1.99089
H -1.15323 0.66245 -2.88608
O -1.42978 0.83894 -1.98208

Atomic forces in eV per Å
C 0.227 1.378 -1.626
N 0.064 -0.948 2.155
C 0.981 0.468 -1.222
N -0.239 0.659 1.261
H 0.102 -0.007 0.077
H 0.046 -0.583 0.177
H -0.493 -0.225 0.570
H -0.093 -0.385 -0.705
H -0.387 0.525 0.223
H -0.353 -0.161 -1.005
H 0.155 -0.810 0.149
H -0.037 0.054 -0.112
H -0.122 0.076 -0.115
O 0.150 -0.041 0.173

Record 4
The following is a quantum chemistry calculation of 9 unconnected molecules or ions with the total composition C10H39N9O10 in a non-equilibrium geometry, from the Open Molecules 2025 dataset.

Charge: +1
Orbital gap (spin up / spin down), hartree: 0.2870 / 0.0957
2S+1: 2
Lowest unoccupied orbital energy (spin up / spin down), eV: -2.87 / -8.07
Molar mass, g mol⁻¹: 445.47

CARTESIAN COORDINATES (ANGSTROEM)
C 13.95359 14.62781 7.75977
O 13.90584 14.81067 6.57873
N 14.90846 14.00980 8.40274
N 12.96461 14.80799 8.55972
H 14.58362 13.47155 9.19323
H 15.73786 13.72179 7.90350
H 12.11960 15.22208 8.19285
H 12.91240 14.32034 9.44265
C 9.17519 11.94476 7.86431
O 8.72674 11.10378 8.59234
N 10.33102 12.55025 7.92545
N 8.48553 12.45039 6.88487
H 10.86561 12.17813 8.69737
H 10.83997 12.73701 7.07328
H 7.61594 11.96367 6.72051
H 8.79485 13.20381 6.28756
C 10.69021 16.75408 6.28996
O 10.49183 15.78648 6.87313
N 9.85479 17.55125 5.68316
N 11.84654 17.24738 5.96286
H 10.01105 18.49720 5.36559
H 8.89851 17.28905 5.87521
H 12.07742 18.06842 5.42185
H 12.55268 16.52700 6.01307
C 14.06077 10.45248 6.90337
O 14.78427 9.47276 6.98512
N 12.77222 10.37598 7.06932
N 14.30461 11.62952 6.54211
H 12.38270 11.03241 6.40790
H 12.59296 9.38274 7.03115
H 13.46163 12.17685 6.44255
H 15.19322 12.10829 6.50672
C 16.36265 17.76364 -3.25534
O 16.20132 17.65168 -1.85805
C 17.30219 17.27916 -1.18397
C 17.05818 16.60365 0.16920
N 16.28154 15.32450 0.04348
C 15.86868 14.69643 1.29380
C 14.88890 13.54879 1.01020
O 14.27805 13.24754 2.24267
C 13.31098 12.22113 2.16988
H 16.97755 18.64317 -3.44615
H 15.41692 17.91575 -3.77550
H 16.88604 17.04163 -3.88212
H 17.90707 18.18114 -1.09098
H 17.84750 16.61209 -1.85163
H 16.54246 17.33792 0.78806
H 18.03995 16.48327 0.62718
H 15.49161 15.35323 -0.58524
H 15.32939 15.46923 1.84156
H 16.75149 14.36599 1.84112
H 15.41146 12.71751 0.53691
H 14.28044 13.74874 0.12822
H 13.14302 11.97336 3.21797
H 13.84870 11.37102 1.75004
H 12.43460 12.74349 1.78620
O 11.74404 12.71873 5.31818
H 11.11913 12.33033 4.70592
H 11.65834 13.66235 5.18224
O 9.61797 11.54820 3.93461
H 8.88985 11.54480 3.31327
H 9.31072 11.01434 4.66729
O 13.07609 15.16665 3.79050
H 13.73393 14.64455 3.33128
H 13.29326 15.06518 4.71720
O 8.94764 14.59450 4.87120
H 9.08777 14.90210 3.97567
H 9.25669 15.31307 5.42289

Atomic forces in eV per Å
C -0.185 -1.595 0.351
O 0.482 1.592 -3.926
N 3.672 -1.501 1.111
N -4.392 1.507 2.276
H 0.915 -0.025 -0.096
H -0.285 -0.107 0.302
H -0.265 -0.255 0.044
H -0.123 0.562 -0.145
C -1.021 -0.162 0.021
O -0.246 -1.625 1.715
N 4.171 0.767 2.144
N -3.202 0.366 -3.324
H 0.466 0.091 -0.247
H -0.081 0.066 0.102
H -0.017 0.498 -0.246
H -0.229 -0.189 0.044
C 1.896 6.018 -3.612
O -1.664 -6.352 3.835
N -6.538 1.139 -0.854
N 6.562 -0.601 0.494
H 0.185 -0.494 0.206
H -0.395 0.783 -0.116
H -0.534 -0.462 0.104
H 0.783 0.505 0.217
C 2.227 -4.973 0.657
O 1.194 -0.071 0.474
N -4.061 -1.794 0.871
N 2.842 7.153 -2.009
H -1.624 -0.944 0.207
H -1.284 0.099 -0.155
H 0.968 0.981 -0.146
H -0.247 -0.593 -0.141
C 0.296 1.690 -1.263
O -3.279 -0.840 -0.762
C 2.043 -0.512 -0.423
C 0.340 0.038 -1.756
N -0.120 2.484 2.605
C 0.116 -1.248 -1.219
C 0.858 -0.330 0.102
O 1.634 1.249 -1.085
C 0.485 0.346 1.401
H -0.105 0.461 -0.007
H -0.194 0.058 0.644
H 0.123 -1.211 1.008
H 0.633 -0.100 0.797
H 0.606 -0.425 0.322
H -0.731 -0.402 0.348
H -0.143 -0.647 0.189
H 0.063 0.026 -1.190
H 0.005 0.381 0.328
H -0.059 0.169 0.228
H 0.613 -0.666 0.773
H -1.257 0.891 0.380
H -0.344 -0.074 -0.069
H -1.042 -0.259 -0.785
H -0.356 -1.202 -0.675
O 0.600 -0.100 0.391
H -0.680 -0.228 -0.462
H 0.019 0.456 -0.067
O 0.319 -0.085 -0.221
H -0.126 0.096 -0.205
H -0.171 -0.126 0.424
O -0.423 0.592 -0.301
H 0.041 -0.492 -0.098
H 0.338 -0.058 0.667
O -0.191 -0.242 -0.321
H -0.030 -0.028 -0.279
H 0.150 -0.045 0.422